Record 1
ORCA calculation (ωB97M-V/def2-TZVPD) on C35H54N6O2P3SV as an isolated structure at a distorted geometry.

Calculated values
expectation value of S²: 0.76
frontier orbital gap (alpha / beta): 7.80 / 7.25 eV
molar mass: 766.8 g/mol

The geometry in ORCA input format:
```
! wB97M-V def2-TZVPD RIJCOSX def2/J DEFGRID3
* xyz 3 2
V -0.142 -0.408 0.010
N 0.307 -2.292 2.435
P 0.567 -0.590 2.364
C -0.165 -0.120 3.971
C -1.286 -0.823 4.422
C -1.909 -0.470 5.608
C -1.428 0.598 6.353
C -0.322 1.306 5.908
C 0.310 0.950 4.726
C 2.342 -0.370 2.691
C 2.846 0.931 2.641
C 4.153 1.198 3.025
C 4.982 0.157 3.427
C 4.496 -1.143 3.451
C 3.178 -1.406 3.095
C -0.610 -2.878 1.606
C -1.141 -4.142 1.917
C -2.107 -4.679 1.109
C -2.548 -3.956 -0.009
C -1.975 -2.743 -0.263
N -0.994 -2.190 0.508
H 0.424 -2.756 3.328
H -1.695 -1.644 3.845
H -2.771 -1.027 5.950
H -1.911 0.873 7.280
H 0.060 2.134 6.490
H 1.179 1.512 4.412
H 2.197 1.749 2.338
H 4.522 2.216 3.035
H 5.997 0.362 3.740
H 5.135 -1.952 3.776
H 2.814 -2.424 3.146
H -0.798 -4.659 2.803
H -2.537 -5.644 1.345
H -3.330 -4.331 -0.653
H -2.296 -2.143 -1.105
N 4.430 1.910 -1.150
C 4.443 0.527 -0.565
P 3.029 -0.380 -1.363
O 2.653 0.530 -2.478
O 2.030 -0.879 -0.338
C 3.772 -1.965 -1.973
N 2.983 -3.120 -1.436
H 5.351 2.217 -1.463
H 4.077 2.607 -0.492
H 3.771 1.852 -1.965
H 4.333 0.573 0.519
H 5.399 0.065 -0.802
H 4.801 -2.080 -1.639
H 3.752 -1.991 -3.062
H 2.697 -2.894 -0.474
H 3.511 -3.993 -1.454
H 2.094 -3.243 -1.967
C -0.516 3.140 1.788
C -1.935 2.632 1.526
C -2.620 2.218 2.827
P -1.910 1.318 0.217
C -3.590 0.553 0.118
C -4.760 1.524 -0.061
C -3.854 -0.404 1.294
C -1.670 2.290 -1.346
C -2.376 3.642 -1.458
C -0.163 2.479 -1.617
H -0.521 3.817 2.643
H -0.106 3.686 0.939
H 0.158 2.312 2.027
H -2.517 3.447 1.090
H -2.168 1.333 3.267
H -3.683 2.032 2.688
H -2.528 3.029 3.551
H -3.515 -0.044 -0.801
H -4.752 2.317 0.687
H -5.696 0.976 0.054
H -4.775 1.977 -1.050
H -4.385 0.107 2.095
H -2.941 -0.821 1.725
H -4.485 -1.231 0.966
H -2.070 1.624 -2.118
H -1.932 4.375 -0.783
H -3.441 3.594 -1.254
H -2.253 4.026 -2.472
H 0.172 3.447 -1.246
H 0.048 2.436 -2.686
H 0.480 1.716 -1.149
N 0.201 -3.123 -2.856
C -0.095 -1.893 -3.452
S -0.576 -0.570 -2.528
N 0.023 -1.859 -4.769
C -0.156 -0.739 -5.656
C -0.924 -0.951 -6.790
C -1.098 0.084 -7.695
C -0.504 1.316 -7.460
C 0.282 1.504 -6.331
C 0.469 0.476 -5.420
H -0.311 -3.245 -1.988
H 0.071 -3.933 -3.458
H 0.097 -2.749 -5.246
H -1.388 -1.914 -6.970
H -1.695 -0.074 -8.581
H -0.643 2.124 -8.164
H 0.768 2.456 -6.166
H 1.110 0.609 -4.559
*
```

These are the Mulliken partial charges, in e, on atoms 1 to 5: number 1, V, carries -0.12; number 2, N, carries 0.39; number 3, P, carries 1.54; number 4, C, carries 0.91; number 5, C, carries -0.31

Record 2
ORCA calculation (ωB97M-V/def2-TZVPD) on C13H7ClFGaNO9 as an isolated structure.

Calculated values
frontier orbital gap: 8.82 eV
molar mass: 445.4 g/mol

The geometry in ORCA input format:
```
! wB97M-V def2-TZVPD RIJCOSX def2/J DEFGRID3
* xyz -1 1
Ga 0.033 0.192 -0.129
O 4.454 0.107 4.019
C 3.504 0.168 3.054
C 3.756 -0.254 1.748
C 2.729 -0.155 0.838
N 1.557 0.340 1.196
C 1.286 0.717 2.437
C 2.250 0.658 3.416
C -0.165 1.156 2.614
O -0.511 1.606 3.693
O -0.852 1.012 1.543
C 2.762 -0.607 -0.618
O 3.811 -1.015 -1.082
O 1.626 -0.471 -1.199
H 5.263 -0.262 3.645
H 4.709 -0.662 1.436
H 2.028 0.966 4.427
O -2.554 -2.351 0.468
Cl -1.286 -2.377 -0.183
O -0.833 -3.706 -0.421
O -0.283 -1.676 0.702
O -1.301 -1.576 -1.391
F -2.379 4.075 -4.140
C -1.844 3.208 -3.239
C -0.808 2.391 -3.640
C -0.269 1.506 -2.712
C -0.753 1.448 -1.404
C -1.802 2.294 -1.044
C -2.358 3.180 -1.961
H -0.440 2.449 -4.656
H 0.540 0.850 -3.009
H -2.182 2.267 -0.031
H -3.173 3.841 -1.695
*
```

These are the Mulliken partial charges, in e, on atoms 1 to 5: number 1, Ga, carries 0.73; number 2, O, carries -0.53; number 3, C, carries 1.19; number 4, C, carries -0.50; number 5, C, carries -0.08

Record 3
ORCA calculation (ωB97M-V/def2-TZVPD) on C9H35B2Cl2CoCrN9O26 as an isolated structure at a distorted geometry.

Calculated values
expectation value of S²: 15.76
frontier orbital gap (alpha / beta): 7.97 / 8.11 eV
molar mass: 888.9 g/mol

The geometry in ORCA input format:
```
! wB97M-V def2-TZVPD RIJCOSX def2/J DEFGRID3
* xyz 0 8
Cr 1.491 0.393 1.717
Co -0.884 -0.284 -2.010
Cl 2.417 -0.947 -3.455
O 1.069 -0.595 -3.371
O 2.500 -2.314 -3.035
O 2.899 -0.703 -4.818
O 3.087 -0.042 -2.538
Cl -3.762 -0.809 -4.093
O -4.688 -0.972 -3.032
O -2.496 -0.354 -3.598
O -3.687 -2.012 -4.828
O -4.253 0.189 -4.968
B 0.174 0.114 -0.101
H -0.169 0.343 0.897
H -0.143 0.831 -0.842
H 1.242 -0.038 -0.126
H -0.161 -0.858 -0.428
B 2.622 0.608 3.583
H 2.140 -0.343 3.416
H 2.947 0.993 2.629
H 1.920 1.346 3.940
H 3.458 0.477 4.252
C 4.910 -2.377 0.437
N 4.413 -1.005 0.775
O 3.165 -0.874 0.912
O 5.212 -0.060 0.791
H 4.155 -2.965 0.959
H 5.833 -2.516 1.000
H 4.896 -2.550 -0.639
C 4.705 2.818 -0.331
N 3.188 2.804 -0.222
O 2.562 3.756 -0.647
O 2.612 1.886 0.375
H 4.932 3.772 -0.806
H 4.889 1.926 -0.930
H 5.115 2.674 0.669
C -0.185 -4.801 -1.974
N -1.251 -3.742 -1.927
O -2.397 -4.153 -1.895
O -0.878 -2.596 -2.162
H 0.778 -4.521 -2.401
H -0.628 -5.594 -2.576
H 0.078 -5.228 -1.006
C -4.486 -2.160 0.500
N -3.053 -1.791 0.659
O -2.487 -2.158 1.696
O -2.498 -1.387 -0.356
H -4.869 -2.664 1.387
H -4.494 -2.876 -0.322
H -5.027 -1.298 0.109
C 0.536 -4.158 2.623
N 0.990 -3.073 1.740
O 1.483 -3.388 0.649
O 0.866 -1.926 2.141
H 0.067 -3.628 3.453
H 1.411 -4.723 2.944
H -0.287 -4.605 2.065
C -0.281 4.649 2.580
N -0.444 3.231 2.183
O -1.557 2.792 2.047
O 0.554 2.568 2.046
H -0.916 4.732 3.462
H -0.712 5.131 1.703
H 0.772 4.918 2.659
C 1.038 3.327 -3.744
N -0.363 3.070 -3.227
O -0.576 1.907 -2.790
O -1.147 4.016 -3.269
H 1.764 3.647 -2.996
H 0.866 4.087 -4.506
H 1.401 2.350 -4.062
C -2.563 0.455 3.539
N -1.257 -0.169 3.865
O -0.320 0.282 3.253
O -1.208 -1.127 4.645
H -2.737 1.470 3.896
H -3.345 -0.116 4.040
H -2.823 0.344 2.486
C -4.231 2.965 -0.796
N -3.674 1.648 -0.448
O -2.691 1.263 -1.079
O -4.287 0.945 0.348
H -5.051 3.185 -0.113
H -4.736 2.859 -1.756
H -3.455 3.729 -0.844
*
```

These are the Mulliken partial charges, in e, on atoms 1 to 5: number 1, Cr, carries -1.48; number 2, Co, carries 1.15; number 3, Cl, carries 1.76; number 4, O, carries -0.85; number 5, O, carries -0.67

Record 4
ORCA calculation (ωB97M-V/def2-TZVPD) on an isolated ion of composition C2H9N2O and charge +1 at a distorted geometry.

Calculated values
energy relative to the best compared isomer or geometry (same formula, charge and spin): 325.6 kJ/mol
frontier orbital gap: 10.33 eV
molar mass: 77.1 g/mol

The geometry in ORCA input format:
```
! wB97M-V def2-TZVPD RIJCOSX def2/J DEFGRID3
* xyz 1 1
C -0.449 -0.806 0.891
N 0.337 0.535 1.501
H -1.171 -0.873 1.756
H 0.310 -1.657 0.948
H 0.812 0.257 2.347
H -0.288 1.295 1.775
N -0.874 -0.322 -0.383
C -0.179 -0.016 -1.666
O 1.367 0.164 -1.521
H -1.834 -0.830 -0.597
H 1.041 0.971 0.862
H -0.285 -0.845 -2.393
H -0.560 1.032 -1.982
H 1.774 1.095 -1.539
*
```

These are the Mulliken partial charges, in e, on atoms 1 to 5: number 1, C, carries -0.29; number 2, N, carries -0.49; number 3, H, carries 0.36; number 4, H, carries 0.29; number 5, H, carries 0.37